C30H90N4O18 | ωB97M-V with the def2-TZVPD basis set

Output
Relative energy (zero: lowest compared OMol25 entry of this formula, charge and spin) (kJ/mol): 156.57
Energy (a.u.): -2770.08353
Kohn-Sham gap (eV): 9.513
LUMO (eV): 0.389

Geometry as ORCA input:
```
! wB97M-V def2-TZVPD RIJCOSX def2/J DEFGRID3
* xyz 0 1
H 1.90186 -1.75285 -0.07841
C -2.76907 -2.69381 3.41674
O -1.46940 7.04672 4.73532
H 2.35209 1.22295 -3.82279
C 3.17182 -0.55973 -4.07743
O -0.91200 5.84257 -0.10417
C -4.30182 -2.14102 -2.16098
C -1.58862 6.93849 0.40479
H -4.60048 1.95455 -0.88680
O -1.74955 3.23629 0.39477
H -4.20438 1.52956 4.80450
N 0.86886 2.40822 -3.20623
O -2.69495 -1.74731 2.33745
H -0.43470 -0.14563 4.24562
C -3.04007 2.66862 0.46010
O -2.70552 0.74029 3.64170
O 4.06940 -3.69513 0.69893
C 3.47691 -6.90434 1.18691
H -3.17673 -3.40161 -0.81719
N 0.29834 2.75940 2.90377
C 2.63633 4.35466 0.36041
H -0.88511 0.18952 -0.18359
H -1.13712 2.44911 0.15908
H 5.37048 0.98288 1.48995
H -2.89781 -0.47305 -0.98086
C -1.82361 -4.21235 -4.34354
H 2.19797 -1.66310 4.10335
H 0.55891 1.27949 4.80633
H 2.11571 -0.90161 -3.92731
C -0.44960 1.53594 3.06271
H -0.55947 -2.74024 2.06291
H 0.77681 -1.36688 -1.35277
H 4.87224 0.84899 -3.06131
C -0.84727 5.89774 4.21440
H 1.26303 2.64783 3.16858
H -1.34316 4.97600 0.04861
O 3.52753 0.85085 2.46887
C 0.98036 0.24840 -0.02381
H 0.84995 4.14011 -5.21753
C 0.11704 3.31209 -5.36822
H 4.36347 -2.02035 1.76682
C -3.68427 0.60438 4.71419
H 1.35546 -7.05829 -0.75212
C -1.84040 1.86619 3.62570
H 2.68948 5.00512 1.22888
H -1.16217 4.10542 -2.33141
O -1.10898 3.57369 -6.05046
H -1.20597 -4.84171 -1.28140
H 0.98916 0.34340 1.08669
C 0.95114 -1.25052 -0.29634
H 4.35211 -6.28427 1.47192
H 3.60375 -0.02086 2.98047
O 2.68716 -6.03762 0.49687
C -1.40696 -3.06446 3.91429
H 0.56386 -4.45587 0.50116
H -0.74616 -4.11164 -4.28286
C -3.48952 2.30162 -0.96492
H -1.93785 1.65005 -1.92219
H -0.82709 7.54214 0.94954
H 3.60540 -1.10809 -5.00996
H -1.36835 -5.62543 0.35709
C 4.18869 -0.93353 -2.93481
H -1.35698 -3.99884 4.46404
O -2.85387 1.35662 -1.73411
H 3.75406 -7.81675 0.61847
C 1.37772 -6.41540 0.17080
O -2.31277 -4.05192 -3.01517
H -0.49930 2.22527 -7.62261
C -3.05037 -2.48738 -1.39484
H -3.22285 0.33683 5.69115
H -0.53028 1.02640 2.04928
H 3.62868 -1.24701 -2.03920
H -3.12102 -3.59923 2.98972
H 0.80888 5.05249 0.01455
H -1.06576 3.85355 -8.12714
H -2.01980 7.61736 -0.35493
H -5.14097 -1.90923 -1.52516
H 0.17114 3.23165 2.06116
H 1.65764 0.90617 -0.56860
O -0.08778 -1.94046 0.41626
C -1.93961 -2.84825 -2.41389
H -0.79060 -6.52836 -1.15027
H 4.72084 2.44503 2.01736
H -2.29093 2.65277 3.03045
O -0.48270 -3.35909 2.84216
O -0.29952 0.89447 -0.38444
C -0.75950 4.26679 -3.33552
H -4.62469 -2.97990 -2.75845
H 0.40733 1.71729 -2.54495
C 2.81564 -2.94912 2.67512
H 1.27744 3.16394 -2.67257
C -1.21891 3.06645 -7.39483
H 3.04280 -7.26212 2.13016
H -3.18878 1.80715 1.23422
H -0.96783 2.14145 -3.96140
H -3.36138 -2.37176 4.26140
H -0.95163 -2.25965 4.61048
H -1.74096 2.22314 4.66505
H -3.53288 3.16302 -1.57086
C 0.64798 -5.18463 -0.25011
H -4.08486 -1.26856 -2.74221
H -0.96777 -1.77011 0.00636
H -0.93703 -2.74432 -2.04794
O 3.01711 -2.03144 3.79354
H 5.33962 1.44109 3.25242
H 0.18695 4.84550 -3.18597
C 4.84321 1.44114 2.29426
C -0.77975 -5.55280 -0.57630
H 1.12312 -5.18812 -2.22456
H 0.86202 -6.97830 1.00001
H -1.35816 4.89534 -3.95131
H -2.18784 -5.09941 -4.75513
C 0.24835 0.63792 3.95988
H -2.98097 -1.36508 0.34288
H -3.70628 3.44650 0.80006
H -2.11879 -3.40723 -5.02068
O 3.17341 0.83780 -4.26118
H -2.23187 2.60743 -7.54868
H 3.31001 4.68094 -0.45719
H 4.88155 -3.56639 2.63966
H 0.24047 5.98737 4.41642
N 1.17753 -4.51060 -1.46305
H -4.29425 -0.22645 4.41175
H -1.92627 -1.96351 -3.18510
H -1.09507 4.93365 4.64787
H -2.41883 6.60005 1.03182
H 1.11138 0.23756 3.51294
H -1.05793 5.80315 3.17576
H 0.71852 2.56956 -5.88328
C 4.13312 -3.07441 1.94052
N -2.55670 -1.36544 -0.59506
H 2.92916 3.39879 0.73239
H 3.51985 -4.49147 0.71201
H 4.73043 -1.81688 -3.28419
H -2.37649 6.77231 4.87966
O 5.20048 0.01707 -2.69071
C -0.30852 2.95585 -3.94613
O 1.32372 4.22250 -0.15001
H 1.98322 -2.61528 2.05294
H 2.17432 -4.32926 -1.38253
H -2.51261 -0.89550 2.70707
H 2.38681 -3.85164 3.08816
*
```